DFT (ωB97M-V/def2-TZVPD) results for C21H13BrN2O9STi as an isolated structure.

The value obtained for the relative energy (zero: lowest compared OMol25 entry of this formula, charge and spin) is 137.8 kJ/mol. Its HOMO-LUMO gap (alpha / beta) is 7.2 / 7.2 eV. The net charge is +1. Its multiplicity is 2.

Geometry as XYZ:
```
48
Properties=species:S:1:pos:R:3:lowdin_charge:R:1
Br 4.9021 -5.7639 1.5614 0.803
Ti -0.1369 0.6359 -0.7639 1.160
S -2.6345 0.7785 0.4863 0.726
O -1.2932 -0.2073 -2.6191 0.077
O 0.1389 -1.3932 -0.5408 -0.031
O 1.4073 0.8220 -2.0201 0.052
O -1.9164 4.0685 -0.6677 0.181
O 1.3508 0.0539 0.5527 -0.070
O -1.3170 0.4185 1.0791 -0.324
O -3.4102 1.7239 1.2098 -0.212
O 3.4741 1.5713 -2.0480 0.224
O -1.8769 4.5197 1.5064 0.132
N 0.5835 2.6325 -0.3140 0.113
N -2.1114 1.1507 -1.0338 -0.127
C 0.9768 4.5253 1.0670 0.043
C 2.7894 3.5073 -0.0465 0.050
C -3.2424 -0.9517 -1.3125 -0.124
C 3.7732 -4.3365 1.1270 -0.693
C -4.7442 -2.7712 -1.1843 -0.025
C -3.5404 -0.6301 0.0068 -0.213
C 2.3353 4.4607 0.8483 0.025
C 1.7535 -3.5443 0.1319 0.008
C 2.2599 1.5701 -1.5954 -0.421
C 4.1298 -3.0507 1.5080 -0.103
C 1.8959 2.6125 -0.5645 -0.157
C 1.1636 -1.1713 0.1783 -0.498
C 0.1263 3.6320 0.4374 -0.121
C -1.3490 3.9998 0.3710 -0.475
C -2.2150 -0.0133 -1.8276 -0.454
C -4.4446 -1.3499 0.7632 -0.002
C -5.0464 -2.4336 0.1350 -0.031
C 2.0911 -2.2561 0.5215 -0.139
C 3.2721 -2.0037 1.2028 0.001
C -3.8244 -2.0366 -1.9248 0.028
C 2.5993 -4.5988 0.4368 -0.099
H 0.8325 -3.7170 -0.4092 0.128
H -1.3630 4.2534 2.2838 0.126
H 0.5547 5.3232 1.6643 0.139
H -4.6814 -1.0932 1.7867 0.133
H 5.0573 -2.8773 2.0357 0.107
H -3.5851 -2.2954 -2.9473 0.136
H 3.8320 3.4394 -0.3325 0.141
H 3.0191 5.1604 1.3099 0.134
H 3.5264 -0.9951 1.5023 0.124
H -5.2399 -3.6186 -1.6394 0.119
H 3.5426 0.8853 -2.7445 0.181
H 2.3531 -5.6087 0.1405 0.108
H -5.7682 -3.0273 0.6818 0.120
```